one) The following is a quantum chemistry calculation of a single C5H10N2O molecule, from OMol25.

HOMO level, eV: -9.09
SMILES string: C=N/N=C\C[C@@H](C)O

Positions of all 18 atoms, in Å:
C (-2.669, 1.936, -0.364)
N (-2.044, 1.359, 0.642)
N (-0.759, 1.607, 1.029)
C (0.016, 0.689, 1.253)
C (0.163, -0.829, 0.962)
C (1.109, -1.251, -0.049)
C (0.605, -0.664, -1.383)
O (2.492, -0.627, 0.321)
H (-3.675, 1.619, -0.596)
H (-2.007, 2.631, -1.243)
H (1.100, 0.890, 1.832)
H (0.683, -1.216, 1.927)
H (-0.805, -1.422, 0.900)
H (1.239, -2.226, -0.009)
H (1.529, -0.613, -2.159)
H (0.361, 0.472, -1.231)
H (-0.452, -1.448, -1.577)
H (3.114, -0.907, -0.256)

---

two) The following is a quantum chemistry calculation of 2 unconnected molecules or ions with the total composition C5H10N2O, from OMol25.

HOMO level, eV: -7.93
SMILES string: C=C(C)N.COC#N

Positions of all 18 atoms, in Å:
C (-0.309, 2.556, 0.137)
C (-0.848, 1.473, -0.410)
C (-2.242, 1.013, -0.112)
N (-0.134, 0.618, -1.246)
H (-0.857, 3.161, 0.834)
H (0.703, 2.854, -0.073)
H (-2.789, 1.784, 0.423)
H (-2.783, 0.767, -1.026)
H (-2.197, 0.121, 0.513)
H (0.723, 1.008, -1.610)
H (-0.673, 0.127, -1.942)
C (2.132, -2.822, 0.378)
O (1.345, -1.690, 0.010)
C (0.736, -1.089, 0.950)
N (0.190, -0.553, 1.801)
H (1.500, -3.611, 0.801)
H (2.896, -2.542, 1.112)
H (2.608, -3.175, -0.538)

---

Which of them is the most stable, and which is the least stable? two) and one), in that order.

---

one) The following is a quantum chemistry calculation of 2 unconnected molecules or ions with the total composition C5H16N2O, from OMol25.

Charge: +2
HOMO level, eV: -18.19

Positions of all 24 atoms, in Å:
C (2.308, 0.500, -1.200)
C (0.903, 0.191, -1.682)
C (-0.320, 0.240, -0.700)
C (0.041, -0.399, 0.631)
C (-2.335, -0.696, 1.266)
N (-1.115, -0.997, 1.341)
N (0.557, 1.047, -2.915)
H (2.363, 0.177, -0.162)
H (3.004, -0.226, -1.637)
H (2.713, 1.487, -1.407)
H (0.842, -0.797, -2.105)
H (-1.060, -0.391, -1.176)
H (-0.677, 1.267, -0.660)
H (0.509, 0.284, 1.333)
H (0.713, -1.213, 0.472)
H (-3.085, -1.148, 1.903)
H (-2.649, 0.013, 0.516)
H (-0.779, -1.513, 2.152)
H (-0.438, 1.303, -2.940)
H (0.797, 0.658, -3.828)
H (0.951, 1.989, -2.784)
H (-0.350, -0.855, 4.565)
H (-1.695, -0.258, 4.869)
O (-1.199, -0.663, 4.146)

---

two) The following is a quantum chemistry calculation of 2 unconnected molecules or ions with the total composition C5H16N2O, from OMol25.

Charge: +2
HOMO level, eV: -18.33

Positions of all 24 atoms, in Å:
C (2.378, 0.281, -1.202)
C (0.917, -0.010, -1.507)
C (-0.049, 0.896, -0.719)
C (-0.208, 0.479, 0.753)
C (-2.479, -0.404, 0.801)
N (-1.233, -0.563, 0.950)
N (0.670, 0.185, -2.996)
H (2.576, -0.002, -0.160)
H (3.078, -0.137, -1.921)
H (2.507, 1.369, -1.142)
H (0.655, -1.037, -1.267)
H (-1.005, 0.996, -1.216)
H (0.306, 1.915, -0.735)
H (-0.473, 1.332, 1.371)
H (0.731, 0.138, 1.164)
H (-3.216, -1.181, 0.974)
H (-2.927, 0.535, 0.482)
H (-0.962, -1.437, 1.398)
H (0.315, -0.666, -3.441)
H (1.568, 0.370, -3.465)
H (0.115, 1.000, -3.245)
H (0.315, -0.808, 4.212)
H (-1.193, -0.950, 4.049)
O (-0.385, -0.713, 3.554)

---

Which of them is the most stable, and which is the least stable? two) and one), in that order.

---

one) The following is a quantum chemistry calculation of a single C2H3N3O molecule, from OMol25.

HOMO level, eV: -10.53
SMILES string: [H]/N=C(/C#N)NO

Positions of all 9 atoms, in Å:
H (1.587, 1.284, -0.062)
N (0.485, 1.689, -0.136)
C (-0.166, 0.677, 0.175)
C (-1.487, 0.012, 0.167)
N (-2.484, -0.592, -0.211)
N (0.569, -0.656, 0.342)
O (1.958, -0.786, -0.268)
H (-0.013, -1.333, -0.322)
H (2.687, -0.883, 0.518)

---

two) The following is a quantum chemistry calculation of 2 unconnected molecules or ions with the total composition C2H3N3O, from OMol25.

HOMO level (spin up / spin down), eV: -10.61 / -10.61

Positions of all 9 atoms, in Å:
C (-0.108, 0.684, -0.925)
C (0.623, 0.887, 0.210)
N (-0.410, -0.584, -0.975)
N (0.821, -0.260, 0.784)
N (0.106, -1.045, 0.075)
O (0.240, -2.939, 0.280)
H (-0.360, 1.477, -1.595)
H (0.980, 1.751, 0.630)
H (0.387, -2.909, 1.207)

---

three) The following is a quantum chemistry calculation of 2 unconnected molecules or ions with the total composition C2H3N3O, from OMol25.

HOMO level (spin up / spin down), eV: -9.16 / -9.16

Positions of all 9 atoms, in Å:
O (-1.110, -1.308, 1.713)
C (-0.082, -1.015, 0.933)
N (0.023, -0.923, -0.276)
N (0.335, -0.430, -1.384)
C (0.720, 2.067, -0.088)
N (0.366, 1.989, 1.008)
H (-1.942, -1.312, 1.211)
H (0.638, -1.199, -1.992)
H (1.037, 2.118, -1.109)

---

Which of them is the most stable, and which is the least stable? three) and two), in that order.

---

one) The following is a quantum chemistry calculation of a single C2H3N3O molecule, from OMol25.

HOMO level (spin up / spin down), eV: -8.96 / -8.96
SMILES string: [O-]/[NH+]=C/C1N=N1

Positions of all 9 atoms, in Å:
O (1.439, 0.425, -2.064)
N (0.926, 0.438, -0.950)
C (-0.006, -0.356, -0.527)
C (-0.432, -0.145, 0.865)
N (-1.766, 0.326, 1.140)
N (-1.545, -0.834, 1.436)
H (1.391, 1.138, -0.182)
H (-0.241, -1.114, -1.353)
H (0.233, 0.124, 1.635)

---

two) The following is a quantum chemistry calculation of a single C2H3N3O molecule, from OMol25.

HOMO level (spin up / spin down), eV: -8.97 / -8.97
SMILES string: [O-]/[NH+]=C/C1N=N1

Positions of all 9 atoms, in Å:
O (2.625, 0.469, -0.169)
N (1.470, -0.012, -0.206)
C (0.344, 0.453, 0.249)
C (-0.922, -0.353, -0.016)
N (-2.189, 0.326, 0.433)
N (-2.117, 0.185, -0.748)
H (1.463, -1.090, -0.495)
H (0.347, 1.461, 0.665)
H (-1.022, -1.438, 0.287)

---

three) The following is a quantum chemistry calculation of a single C2H3N3O molecule, from OMol25.

HOMO level, eV: -10.47
SMILES string: [H]/N=C(/C#N)NO

Positions of all 9 atoms, in Å:
H (0.488, -1.596, -0.920)
N (0.743, -1.381, 0.076)
C (0.232, -0.266, 0.436)
C (0.414, 0.169, 1.807)
N (0.577, 0.530, 2.891)
N (-0.471, 0.645, -0.376)
O (-0.417, 0.292, -1.759)
H (-0.217, 1.604, -0.233)
H (-1.348, 0.003, -1.922)

---

four) The following is a quantum chemistry calculation of a molecular structure, C2H3N3O, from OMol25.

HOMO level, eV: -8.50

Positions of all 9 atoms, in Å:
N (1.264, -0.039, 0.677)
C (0.449, 0.075, -0.380)
C (-0.948, -0.087, -0.552)
N (-1.833, -0.117, 0.390)
N (-2.689, -0.139, 1.136)
O (0.894, 0.401, -1.543)
H (2.255, 0.076, 0.528)
H (0.955, -0.470, 1.533)
H (-0.347, 0.301, -1.789)

---

Which of them is the most stable, and which is the least stable? three) and one), in that order.